(1)
Entry from OMol25: an isolated ion of composition C2H7N4O and charge +1 at a distorted geometry (ωB97M-V/def2-TZVPD).

Structure (ORCA input):
```
! RIJCOSX wB97M-V def2-TZVPD def2/J DEFGRID3
* xyz 1 1
H -0.692 0.404 3.095
N -0.939 0.614 2.142
C -0.697 -0.199 1.231
N 0.062 -1.316 1.295
C -1.171 0.093 -0.282
O -0.329 0.951 -0.988
N 0.620 0.268 -1.547
N 1.659 0.870 -2.187
H 0.596 -1.603 2.099
H 0.052 -2.145 0.750
H -1.381 -0.797 -0.821
H -2.023 0.831 -0.127
H 2.321 0.219 -2.576
H 1.922 1.808 -2.083
*
```

Properties
**Frontier orbital gap**: 6.923 eV
**Highest occupied orbital energy**: -13.44 eV
**Molar mass**: 103.10 g/mol

---

(2)
Entry from OMol25: a 2-piece molecular cluster, C4H7NO2 overall at a distorted geometry (ωB97M-V/def2-TZVPD).

Structure (ORCA input):
```
! RIJCOSX wB97M-V def2-TZVPD def2/J DEFGRID3
* xyz 0 1
C 1.146 1.370 2.371
C -0.035 1.150 -0.559
C 0.085 0.319 0.655
C -0.855 -0.844 0.842
N 1.073 0.190 -0.447
O 2.150 1.592 1.806
O 0.384 1.348 3.246
H -0.740 0.916 -1.358
H 0.255 2.193 -0.531
H -1.147 -0.884 1.892
H -0.372 -1.790 0.599
H -1.763 -0.754 0.243
H 1.079 -0.605 -1.084
H 1.998 0.561 -0.233
*
```

Properties
**Frontier orbital gap**: 8.291 eV
**Highest occupied orbital energy**: -7.72 eV
**Molar mass**: 101.10 g/mol

---

(3)
Entry from OMol25: C21H39AsCdGeNO10S as an isolated structure (ωB97M-V/def2-TZVPD).

Structure (ORCA input):
```
! RIJCOSX wB97M-V def2-TZVPD def2/J DEFGRID3
* xyz 0 2
Cd 0.474 -0.644 -0.519
C -1.650 1.141 3.901
C -1.751 -0.222 3.232
C -2.926 -0.254 2.258
C -1.853 -1.327 4.272
O -0.576 -0.494 2.441
Ge 0.989 0.331 2.391
O 1.832 -0.894 1.372
C 2.718 -1.952 1.818
C 1.879 -3.061 2.435
C 3.694 -1.368 2.829
C 3.449 -2.429 0.574
O 0.918 1.468 1.045
C 0.959 2.903 0.902
C 1.497 3.146 -0.502
C 1.886 3.488 1.955
C -0.457 3.441 1.030
H -2.516 1.314 4.540
H -0.757 1.204 4.531
H -1.617 1.938 3.155
H -3.807 0.207 2.708
H -2.664 0.281 1.343
H -3.178 -1.280 1.990
H -2.793 -1.248 4.823
H -1.817 -2.301 3.784
H -1.029 -1.266 4.986
H 1.309 -2.687 3.290
H 1.177 -3.452 1.699
H 2.522 -3.873 2.781
H 3.179 -1.046 3.740
H 4.432 -2.117 3.118
H 4.220 -0.513 2.401
H 2.735 -2.750 -0.183
H 4.065 -1.630 0.160
H 4.091 -3.277 0.819
H 2.449 2.633 -0.643
H 0.798 2.768 -1.248
H 1.638 4.216 -0.669
H 2.881 3.044 1.879
H 1.981 4.566 1.824
H 1.496 3.308 2.962
H -1.126 2.888 0.369
H -0.819 3.353 2.058
H -0.483 4.498 0.758
O -2.839 2.333 -1.957
As -1.909 0.861 -2.320
O -2.961 -0.202 -2.979
O -1.313 0.490 -0.775
C -0.625 1.691 -3.547
C -1.054 2.889 -4.113
C -0.277 3.551 -5.057
C 0.939 3.026 -5.453
C 1.382 1.832 -4.903
C 0.609 1.176 -3.961
S 1.264 -0.316 -3.267
O 1.937 0.136 -2.013
O 2.153 -0.937 -4.202
O 0.060 -1.079 -2.905
H -3.761 2.045 -1.950
H -2.003 3.302 -3.808
H -0.635 4.478 -5.485
H 1.541 3.538 -6.192
H 2.322 1.391 -5.208
C -2.393 -4.364 -2.441
N -1.680 -3.548 -1.473
C -2.482 -2.576 -0.747
C -0.371 -3.651 -1.337
O 0.361 -2.939 -0.631
H -3.072 -5.053 -1.935
H -1.686 -4.930 -3.043
H -2.970 -3.713 -3.098
H -3.362 -3.085 -0.349
H -2.786 -1.767 -1.415
H -1.912 -2.168 0.083
H 0.073 -4.459 -1.929
*
```

Properties
**Frontier orbital gap (alpha / beta)**: 9.498 / 6.605 eV
**Highest occupied orbital energy (alpha / beta)**: -9.04 / -9.05 eV
**Molar mass**: 757.55 g/mol
**Expectation value of S²**: 0.7540

---

(4)
Entry from OMol25: C22H58CeN4O6P3S4SeSi as an isolated structure at a distorted geometry (ωB97M-V/def2-TZVPD).

Structure (ORCA input):
```
! RIJCOSX wB97M-V def2-TZVPD def2/J DEFGRID3
* xyz 3 1
Ce 10.819 11.664 9.643
C 7.298 10.927 9.470
C 7.860 9.663 8.895
S 9.336 9.818 7.932
C 8.717 10.618 6.428
C 9.842 11.146 5.557
S 11.027 12.199 6.586
C 10.441 13.926 6.533
C 11.550 14.945 6.843
S 12.414 14.873 8.504
C 11.531 15.992 9.669
C 12.316 15.938 10.990
S 8.372 12.395 9.368
H 7.156 10.624 10.504
H 6.353 11.175 8.971
H 7.094 9.094 8.335
H 8.220 9.080 9.756
H 8.078 11.480 6.673
H 8.079 9.981 5.872
H 9.426 11.807 4.765
H 10.465 10.369 5.121
H 9.636 14.084 7.228
H 10.171 13.993 5.501
H 11.070 15.905 6.865
H 12.308 14.898 6.094
H 10.487 15.544 9.823
H 11.475 16.901 9.137
H 13.177 16.622 10.885
H 12.613 14.907 11.245
C 11.741 11.814 14.149
N 10.585 12.806 14.209
C 10.025 12.922 15.562
P 10.030 13.546 12.888
O 10.795 13.044 11.669
O 10.397 15.165 12.751
P 11.440 16.343 12.513
O 12.019 13.521 9.043
N 12.275 16.373 13.845
C 12.889 17.660 14.340
C 12.686 15.170 14.441
N 10.673 17.775 12.442
C 9.561 18.153 13.362
C 11.274 18.793 11.526
N 8.377 13.642 12.855
C 7.663 12.435 13.188
C 7.739 14.605 11.984
H 11.357 10.948 14.674
H 12.598 12.252 14.671
H 12.067 11.513 13.168
H 10.226 11.945 16.093
H 8.979 13.205 15.400
H 10.545 13.679 16.206
H 13.988 17.469 14.638
H 12.303 17.988 15.136
H 12.848 18.434 13.552
H 13.765 15.062 14.560
H 12.412 14.320 13.763
H 12.215 15.108 15.384
H 9.420 17.366 14.075
H 8.635 18.176 12.818
H 9.781 19.098 13.853
H 11.554 19.691 11.983
H 10.631 19.141 10.755
H 12.175 18.517 10.985
H 8.225 11.665 13.651
H 7.213 12.039 12.323
H 6.863 12.665 13.941
H 8.336 15.357 11.608
H 6.957 15.114 12.509
H 7.162 14.171 11.129
C 8.950 6.322 11.400
Si 9.739 7.611 12.513
C 11.222 6.905 13.353
C 8.549 8.433 13.629
Se 10.421 9.531 11.176
H 8.720 5.466 12.081
H 9.732 5.897 10.759
H 8.062 6.564 10.848
H 11.046 6.416 14.292
H 11.862 7.720 13.659
H 11.658 6.153 12.618
H 8.299 7.752 14.471
H 7.692 8.570 13.002
H 8.971 9.351 14.027
C 15.159 9.838 11.680
O 14.970 9.976 10.176
P 13.926 11.170 9.814
O 14.866 12.209 9.066
C 15.934 12.004 8.076
O 12.820 10.414 8.750
C 13.065 9.328 7.792
H 14.998 10.749 12.199
H 16.168 9.447 11.895
H 14.329 9.134 11.990
H 16.000 12.951 7.488
H 15.587 11.222 7.432
H 16.869 11.810 8.598
H 12.935 8.379 8.367
H 14.120 9.418 7.480
H 12.374 9.545 6.990
*
```

Properties
**Frontier orbital gap (alpha / beta)**: 6.934 / 6.938 eV
**Highest occupied orbital energy (alpha / beta)**: -15.41 / -15.41 eV
**Molar mass**: 943.08 g/mol

---

Short version: energy relative to the best compared isomer or geometry (same formula, charge and spin) = 113.33 70.10 0.00 41.82 kcal/mol, in the order given.
Short version: E = -374.2690 -361.7691 -6509.4596 -7325.7152 Eh, in the order given.